# 1
Entry from the Open Molecules 2025 dataset: a structure of composition C13H32NO5Zn in a non-equilibrium geometry (ωB97M-V/def2-TZVPD).

Charge   -1
2S+1   1

Geometry (Å):
Zn: -21.234 -14.779 -5.573
C: -22.851 -15.653 -10.785
C: -22.698 -16.437 -9.421
O: -22.784 -15.474 -8.371
H: -22.190 -14.793 -10.890
H: -23.854 -15.228 -10.800
H: -22.632 -16.236 -11.679
H: -21.793 -17.030 -9.555
H: -23.624 -17.005 -9.327
C: -24.750 -17.771 -4.329
C: -24.543 -16.549 -3.353
O: -23.841 -15.489 -3.967
H: -25.206 -17.647 -5.312
H: -25.177 -18.688 -3.923
H: -23.760 -18.125 -4.617
H: -23.963 -16.932 -2.514
H: -25.463 -16.335 -2.810
C: -18.131 -10.660 -4.233
C: -19.658 -10.613 -4.208
C: -20.230 -9.182 -4.441
O: -20.178 -11.568 -5.111
H: -17.759 -11.527 -3.686
H: -17.660 -9.784 -3.788
H: -17.577 -10.783 -5.163
H: -19.935 -10.813 -3.173
H: -21.036 -8.938 -3.748
H: -20.405 -8.731 -5.417
H: -19.547 -8.505 -3.928
C: -19.343 -15.105 0.501
O: -18.931 -15.615 -0.806
C: -18.867 -14.683 -1.839
C: -18.542 -15.458 -3.115
N: -19.775 -16.127 -3.726
C: -19.318 -17.126 -4.635
C: -18.271 -16.556 -5.734
O: -18.986 -15.394 -6.181
C: -18.392 -14.602 -7.246
H: -19.296 -15.944 1.196
H: -20.367 -14.830 0.753
H: -18.565 -14.480 0.939
H: -18.070 -13.990 -1.570
H: -19.816 -14.172 -2.004
H: -17.851 -16.266 -2.873
H: -18.025 -14.862 -3.867
H: -20.182 -16.559 -2.908
H: -20.135 -17.609 -5.171
H: -18.852 -17.992 -4.166
H: -18.053 -17.322 -6.478
H: -17.296 -16.239 -5.364
H: -17.838 -13.758 -6.834
H: -19.098 -14.236 -7.991
H: -17.673 -15.090 -7.903

***

# 2
Entry from the Open Molecules 2025 dataset: a cluster of 9 separate species, C13H32O15 in total in a non-equilibrium geometry (ωB97M-V/def2-TZVPD).

SMILES string   O=C1OCCO1.O=C1OCCO1.O=C1OCCO1.CCO.CCO.O.O.O.O
2S+1   1

Geometry (Å):
O: -3.201 -6.883 -3.399
C: -2.869 -5.751 -3.237
O: -2.661 -5.146 -2.048
C: -2.204 -3.810 -2.273
C: -2.450 -3.601 -3.757
O: -2.642 -4.918 -4.254
H: -2.772 -3.102 -1.675
H: -1.132 -3.733 -2.081
H: -1.658 -3.090 -4.297
H: -3.340 -2.975 -3.870
O: 0.537 -1.515 -2.454
C: 0.391 -1.218 -1.307
O: 1.242 -1.506 -0.314
C: 0.928 -0.717 0.822
C: -0.527 -0.283 0.556
O: -0.638 -0.467 -0.859
H: 0.910 -1.287 1.749
H: 1.574 0.138 0.976
H: -0.568 0.763 0.854
H: -1.285 -0.899 1.025
O: 2.520 -0.368 4.382
C: 2.705 0.728 3.958
O: 2.515 1.852 4.697
C: 2.781 2.962 3.841
C: 2.498 2.375 2.436
O: 2.850 1.023 2.663
H: 2.196 3.849 4.068
H: 3.827 3.277 3.875
H: 3.123 2.915 1.738
H: 1.415 2.455 2.330
C: -4.918 2.073 0.560
C: -3.469 1.947 0.097
O: -3.186 0.705 -0.493
H: -5.713 1.914 -0.165
H: -5.012 2.944 1.207
H: -5.085 1.264 1.285
H: -2.858 2.115 0.990
H: -3.267 2.819 -0.539
H: -2.227 0.622 -0.581
C: 3.197 1.616 -1.027
C: 4.304 1.521 -2.112
O: 3.918 2.254 -3.237
H: 3.072 2.694 -0.889
H: 3.495 1.258 -0.040
H: 2.274 1.154 -1.373
H: 4.499 0.464 -2.307
H: 5.214 1.897 -1.642
H: 3.588 1.691 -3.939
O: -0.590 -1.011 3.808
H: 0.267 -0.911 4.254
H: -0.929 -1.857 4.124
O: -2.951 0.343 2.814
H: -2.157 -0.166 3.073
H: -3.486 -0.275 2.302
O: 3.404 -2.485 -2.832
H: 2.620 -2.365 -2.279
H: 3.384 -3.412 -3.088
O: -0.205 3.107 -0.631
H: -0.439 3.492 -1.483
H: -0.809 3.521 -0.002

***

# 3
Entry from the Open Molecules 2025 dataset: a structure of composition C13H33AgF3N3O6S in a non-equilibrium geometry (ωB97M-V/def2-TZVPD).

2S+1   1

Geometry (Å):
Ag: 20.791 20.349 -6.544
C: 18.831 19.749 -1.950
F: 18.665 20.080 -0.655
F: 19.212 18.493 -2.039
F: 17.634 19.874 -2.586
S: 20.237 20.810 -2.938
O: 20.077 20.442 -4.357
O: 20.076 22.221 -2.660
O: 21.521 20.316 -2.433
C: 24.684 20.289 -6.351
C: 24.077 18.985 -6.767
C: 24.908 17.688 -6.769
O: 26.087 17.783 -7.604
C: 27.058 16.756 -7.349
N: 22.833 18.827 -5.983
H: 25.250 20.254 -5.421
H: 23.905 21.049 -6.293
H: 25.419 20.548 -7.113
H: 23.716 19.030 -7.795
H: 24.349 16.865 -7.217
H: 25.215 17.453 -5.750
H: 27.595 17.006 -6.434
H: 27.715 16.960 -8.194
H: 26.645 15.748 -7.314
H: 23.148 18.658 -5.038
H: 22.279 18.012 -6.206
C: 22.445 24.017 -7.141
C: 21.006 23.509 -7.423
C: 20.764 22.648 -8.770
O: 21.450 21.438 -8.625
C: 21.735 20.581 -9.772
N: 20.540 22.786 -6.269
H: 22.901 24.515 -7.997
H: 23.088 23.223 -6.760
H: 22.404 24.751 -6.337
H: 20.405 24.416 -7.488
H: 21.327 23.229 -9.500
H: 19.732 22.571 -9.112
H: 21.680 19.576 -9.355
H: 22.690 20.760 -10.266
H: 21.018 20.714 -10.583
H: 20.775 23.359 -5.471
H: 19.549 22.979 -6.242
C: 20.450 16.832 -8.125
C: 19.347 17.939 -8.395
C: 18.045 17.367 -9.061
O: 18.125 16.375 -10.102
C: 18.909 16.809 -11.179
N: 19.010 18.832 -7.244
H: 20.673 16.068 -8.870
H: 20.120 16.245 -7.268
H: 21.404 17.199 -7.746
H: 19.636 18.704 -9.116
H: 17.532 18.305 -9.274
H: 17.493 16.870 -8.263
H: 18.840 16.142 -12.038
H: 19.988 16.785 -11.024
H: 18.543 17.746 -11.598
H: 19.139 18.315 -6.386
H: 18.072 19.206 -7.218

***

Number 1: E_HOMO -4.06 eV, energy -2724.428089 a.u., frontier orbital gap 4.55 eV. Number 2: E_HOMO -10.32 eV, energy -1643.125329 a.u., frontier orbital gap 10.31 eV. Number 3: E_HOMO -8.69 eV, energy -1975.478554 a.u., frontier orbital gap 8.87 eV.